9 unconnected molecules or ions with the total composition C24H48O18S3 in a non-equilibrium geometry. Source: the Open Molecules 2025 dataset; level of theory: ωB97M-V with the def2-TZVPD basis set.

Last column: Löwdin charge in e.
CARTESIAN COORDINATES (ANGSTROEM)
O (0.2833, 2.2150, 1.8369)  -0.3269
S (-0.1481, 3.4680, 1.2696)  0.6935
O (-1.1294, 4.1484, 2.0438)  -0.3294
C (1.2440, 4.6821, 0.9955)  -0.2077
C (1.3654, 4.8508, -0.5158)  -0.1931
C (-0.1531, 4.7148, -1.0039)  -0.2081
C (-0.6863, 3.4273, -0.4666)  -0.2289
H (2.2180, 4.4190, 1.4389)  0.1083
H (0.8620, 5.6025, 1.4472)  0.0970
H (1.8226, 5.8711, -0.7633)  0.1344
H (1.9619, 4.0825, -1.0188)  0.1017
H (-0.1043, 4.6813, -2.1243)  0.1236
H (-0.8461, 5.5567, -0.7196)  0.1322
H (-0.2070, 2.5634, -0.8827)  0.0588
H (-1.7462, 3.2981, -0.4800)  0.0879
O (-3.9948, 1.9558, 0.9013)  -0.3448
S (-4.1494, 1.8013, 2.3321)  0.6722
O (-5.2996, 1.1883, 2.9141)  -0.3009
C (-2.7052, 1.0272, 3.1727)  -0.2057
C (-2.8246, 1.6654, 4.5584)  -0.2331
C (-3.0964, 3.1508, 4.4006)  -0.2063
C (-3.9229, 3.3972, 3.1012)  -0.2180
H (-1.7248, 1.2855, 2.7691)  0.0697
H (-2.8599, -0.0220, 3.0596)  0.0857
H (-3.7000, 1.2396, 5.0907)  0.1181
H (-1.8878, 1.3885, 5.1088)  0.1332
H (-2.1603, 3.7895, 4.3638)  0.1212
H (-3.6227, 3.4074, 5.3262)  0.1088
H (-3.3468, 4.0425, 2.4253)  0.0772
H (-4.8837, 3.8287, 3.2968)  0.0939
O (4.0847, -2.4371, -3.5742)  -0.3123
S (5.0321, -2.5870, -2.5363)  0.6390
O (6.2605, -3.2207, -2.8454)  -0.2998
C (5.3051, -1.0203, -1.6975)  -0.1998
C (5.2368, -1.2739, -0.1936)  -0.1672
C (5.0404, -2.7944, 0.0428)  -0.2120
C (4.2498, -3.4316, -1.0930)  -0.1877
H (4.6034, -0.3778, -2.1367)  0.0619
H (6.2453, -0.7147, -2.0591)  0.0876
H (6.1361, -1.0250, 0.2722)  0.0902
H (4.3996, -0.7136, 0.1957)  0.1123
H (4.5686, -2.9763, 0.9916)  0.0959
H (5.9907, -3.2458, -0.0087)  0.0950
H (3.1875, -3.0963, -1.1210)  0.0831
H (4.3496, -4.5168, -1.2783)  0.1147
O (0.9677, -3.0035, -1.0874)  0.1566
C (0.2238, -2.2284, -0.5849)  -0.5906
O (-0.9105, -1.8087, -1.1639)  0.0498
C (-1.4116, -0.6725, -0.4905)  -0.0707
C (-0.7898, -0.8920, 0.9308)  -0.0988
O (0.3536, -1.6734, 0.6289)  0.0550
H (-0.9951, 0.2110, -0.9800)  0.1148
H (-2.4764, -0.7794, -0.4861)  0.1317
H (-1.5361, -1.3952, 1.5700)  0.1148
H (-0.6109, 0.1071, 1.3581)  0.0954
O (1.4346, 1.4532, -1.3028)  0.1473
C (1.3757, 0.9001, -2.3420)  -0.6113
O (2.3629, 0.2344, -2.9657)  0.0637
C (1.7005, -0.5773, -3.9619)  -0.0990
C (0.6012, 0.3657, -4.3688)  -0.0805
O (0.2778, 0.9329, -3.0774)  0.0441
H (2.4839, -0.7388, -4.7260)  0.1413
H (1.2909, -1.4873, -3.5851)  0.1212
H (-0.3370, -0.1204, -4.6725)  0.1446
H (0.8336, 1.1112, -5.0991)  0.1275
O (-1.5566, 2.9108, -3.9139)  0.1218
C (-2.6678, 3.0763, -3.4442)  -0.6092
O (-3.2231, 2.2933, -2.5397)  0.0664
C (-4.5953, 2.7807, -2.2478)  -0.0571
C (-4.6032, 4.1953, -2.8945)  -0.0676
O (-3.4110, 4.1392, -3.7423)  0.0683
H (-5.3142, 2.1662, -2.6697)  0.1002
H (-4.7519, 2.8320, -1.1613)  0.1053
H (-4.5812, 4.8840, -2.0491)  0.1250
H (-5.5204, 4.2941, -3.5014)  0.1341
C (-2.7087, -4.4777, 0.5055)  -0.1643
O (-2.0906, -3.8183, 1.5676)  -0.1329
H (-2.6890, -5.5686, 0.6730)  0.0805
H (-3.7781, -4.1732, 0.6508)  0.0942
H (-2.3877, -4.1705, -0.5085)  0.0836
H (-1.1233, -3.7995, 1.5681)  0.0559
C (1.3884, -6.5535, 0.6551)  -0.1779
O (2.7533, -6.3252, 0.5477)  -0.1056
H (1.0160, -6.5014, -0.3459)  0.0683
H (1.0975, -7.4844, 1.2014)  0.0915
H (0.8885, -5.6546, 1.1592)  0.0750
H (3.0398, -5.9759, 1.3791)  0.0433
C (1.4535, -3.6917, 3.0436)  -0.1840
O (2.6733, -4.3482, 3.2152)  -0.1040
H (0.7142, -4.4238, 3.3918)  0.0878
H (1.2531, -2.8089, 3.7052)  0.0990
H (1.2681, -3.3364, 2.0339)  0.0524
H (3.3695, -3.6945, 3.2918)  0.0772

- DFT total energy (Eh) = -3492.0683
- SMILES = O=S1(=O)CCCC1.O=S1(=O)CCCC1.O=S1(=O)CCCC1.O=C1OCCO1.O=C1OCCO1.O=C1OCCO1.CO.CO.CO
- gap between HOMO and LUMO (eV) = 10.08
- F_max (eV/Å) = 2.785
- ΔE to the lowest compared entry with this formula, charge and spin (kcal per mole) = 24.0

---

A molecular structure, C24H49AlBr12FO in a non-equilibrium geometry. Source: the Open Molecules 2025 dataset; level of theory: ωB97M-V with the def2-TZVPD basis set.

Last column: Löwdin charge in e.
CARTESIAN COORDINATES (ANGSTROEM)
C (5.6453, -1.0341, 4.3655)  -0.0690
C (5.3599, -0.6010, 2.9374)  -0.3440
C (5.6827, -1.5951, 1.8498)  -0.0703
C (4.9126, 0.6402, 2.7078)  -0.0906
C (4.0202, 1.1643, 1.6034)  -0.1726
C (2.5084, 0.9511, 1.9205)  -0.1508
C (1.7130, -0.0087, 1.0224)  -0.3813
C (2.4049, -1.3692, 0.8852)  -0.0681
C (0.3162, -0.2405, 1.6112)  -0.2979
C (-0.5416, 1.0207, 1.8505)  -0.2304
Al (-1.2755, 1.0433, 3.7128)  0.1535
F (-0.0451, 0.4175, 4.7287)  -0.2521
C (-2.8982, -0.0943, 3.9997)  -0.2140
C (-3.9714, 0.0012, 2.9183)  -0.3572
O (-5.2601, 0.3435, 3.4861)  -0.1105
H (6.4317, -0.4340, 4.8323)  0.0734
H (4.7365, -0.9489, 4.9581)  0.0776
H (5.9818, -2.0713, 4.3989)  0.0612
H (5.6235, -2.6250, 2.2139)  0.0702
H (5.0310, -1.5327, 0.9859)  0.0296
H (6.7190, -1.4354, 1.5383)  0.0834
H (5.1710, 1.3836, 3.4617)  0.1076
H (4.1747, 2.2456, 1.5619)  0.0951
H (4.2970, 0.7931, 0.6116)  0.1025
H (2.0323, 1.9285, 1.8436)  0.0990
H (2.4046, 0.6203, 2.9579)  0.1244
H (1.6208, 0.4508, 0.0324)  0.0823
H (2.8191, -1.6621, 1.8548)  0.0856
H (3.2033, -1.3597, 0.1459)  0.0370
H (1.6675, -2.1318, 0.6156)  0.0624
H (0.4423, -0.8220, 2.5335)  0.0781
H (-0.2081, -0.8963, 0.9060)  0.0389
H (0.0224, 1.9348, 1.6478)  0.0190
H (-1.3796, 1.0301, 1.1386)  0.0155
H (-1.5298, 2.5780, 4.2662)  -0.2079
H (-3.3558, 0.2403, 4.9376)  0.0524
H (-2.6058, -1.1386, 4.1507)  0.0188
H (-3.7415, 0.7529, 2.1562)  0.0569
H (-4.0787, -0.9634, 2.4085)  0.0757
H (-5.9313, -0.1436, 3.0031)  0.0568
Br (-2.9827, -1.1831, -0.6207)  0.6479
C (-3.5383, 0.1260, -1.9444)  -0.7034
C (-3.8004, 1.4758, -1.3335)  -0.6791
Br (-5.4883, 1.5209, -0.3712)  0.6317
H (-4.4147, -0.2851, -2.4351)  0.0350
H (-2.7174, 0.1956, -2.6562)  -0.0124
H (-3.8866, 2.2285, -2.1144)  0.0500
H (-3.0279, 1.7636, -0.6254)  0.0476
Br (-1.4461, -3.2472, 2.1233)  0.7221
C (-1.0269, -5.1300, 1.9673)  -0.6968
C (0.0958, -5.3708, 0.9943)  -0.6913
Br (-0.5177, -5.1868, -0.8476)  0.5797
H (-1.9362, -5.6429, 1.6698)  0.0468
H (-0.7358, -5.4542, 2.9642)  0.0572
H (0.4690, -6.3891, 1.0775)  0.0527
H (0.9108, -4.6651, 1.1262)  0.0404
Br (-1.3552, 1.2778, -4.9752)  0.6584
C (-0.0385, -0.1523, -5.1267)  -0.6802
C (0.3887, -0.6844, -3.7847)  -0.6796
Br (1.5688, 0.5867, -2.9118)  0.6582
H (0.8005, 0.2698, -5.6697)  0.0458
H (-0.5127, -0.9267, -5.7256)  0.0609
H (0.9626, -1.5973, -3.9201)  0.0010
H (-0.4392, -0.8702, -3.1057)  0.0434
Br (-5.7561, 1.4422, -9.0929)  0.5965
C (-5.4305, 2.7495, -7.6905)  -0.7006
C (-4.6828, 2.1579, -6.5261)  -0.7265
Br (-5.8241, 1.0434, -5.4167)  0.6158
H (-6.3997, 3.1408, -7.3998)  0.0479
H (-4.8403, 3.5357, -8.1551)  0.0568
H (-4.3239, 2.9471, -5.8692)  0.0548
H (-3.8476, 1.5399, -6.8376)  0.0143
Br (-3.9997, 7.0275, 3.2502)  0.5517
C (-2.0682, 7.0592, 2.9428)  -0.7142
C (-1.6019, 5.8684, 2.1509)  -0.6375
Br (-1.5424, 4.1317, 3.2517)  0.6478
H (-1.6111, 7.0951, 3.9284)  0.0402
H (-1.8903, 8.0044, 2.4322)  0.0398
H (-0.5781, 6.0400, 1.8147)  0.0414
H (-2.2400, 5.6779, 1.2908)  0.0326
Br (5.0610, -1.7777, -2.6473)  0.6128
C (3.8616, -3.2987, -2.6053)  -0.6995
C (3.9063, -4.1042, -3.8753)  -0.6826
Br (2.9794, -3.2274, -5.3464)  0.6224
H (2.8742, -2.9032, -2.3963)  0.0420
H (4.1857, -3.9101, -1.7668)  0.0622
H (3.3964, -5.0546, -3.7353)  0.0578
H (4.9217, -4.2767, -4.2163)  0.0479

- DFT total energy (Eh) = -32249.6448
- gap between HOMO and LUMO (eV) = 6.31
- F_max (eV/Å) = 2.172
- total charge = -1

---

A molecular structure, C24H49Br3N2O15P3S2 in a non-equilibrium geometry. Source: the Open Molecules 2025 dataset; level of theory: ωB97M-V with the def2-TZVPD basis set.

Last column: Löwdin charge in e.
CARTESIAN COORDINATES (ANGSTROEM)
C (5.2691, 1.8028, 3.0851)  -0.1489
C (4.2344, 2.5928, 2.1177)  -0.6889
Br (3.3901, 3.9971, 3.2922)  0.6026
C (3.0682, 1.5886, 1.5537)  -0.5647
Br (1.7153, 1.4263, 3.0435)  0.6910
C (2.2395, 2.2729, 0.3499)  -0.1711
N (2.6129, 3.5836, 0.0265)  0.1165
N (1.9637, 4.1810, -0.9494)  -0.2118
S (2.5821, 5.8283, -1.2802)  0.7346
C (1.2942, 7.1295, -0.8495)  -0.1193
O (3.7425, 6.1295, -0.3515)  -0.3233
O (3.1162, 5.9658, -2.6738)  -0.3255
C (0.8794, 3.7984, -1.7823)  -0.4145
Br (0.0631, 4.9019, -3.2084)  0.8993
C (0.2967, 2.3590, -1.5287)  -0.0479
C (-0.9408, 1.8029, -2.3455)  -0.2158
O (-1.9978, 1.2640, -1.4897)  -0.1463
C (-2.8188, 2.4209, -1.1764)  -0.2165
O (-3.5988, 2.1292, 0.0027)  -0.1213
C (-2.8201, 2.3848, 1.2008)  -0.1624
C (-3.3314, 3.8164, 1.7741)  -0.1858
O (-2.5539, 4.9330, 1.2474)  -0.1091
C (1.0725, 1.6053, -0.4176)  -0.0765
P (0.5124, -0.1749, -0.0496)  0.3765
O (-0.9627, -0.1026, 0.8275)  -0.2348
O (1.5788, -1.0500, 0.9388)  -0.2846
S (0.3119, -1.2471, -1.6842)  0.4356
H (6.2624, 2.3770, 3.0183)  0.0968
H (5.3609, 0.7321, 2.7137)  0.0835
H (4.9140, 1.8572, 4.1773)  0.0725
H (4.8000, 3.0683, 1.2458)  0.1072
H (3.4857, 0.5698, 1.2822)  0.1003
H (1.7808, 8.0005, -0.3087)  0.1005
H (0.7569, 7.4601, -1.8113)  0.0693
H (0.5030, 6.6290, -0.1935)  0.0801
H (-0.6583, 0.9351, -3.0484)  0.1180
H (-1.4568, 2.5762, -3.0128)  0.0982
H (-3.5784, 2.5643, -2.0207)  0.1629
H (-2.2352, 3.3945, -1.0633)  0.1331
H (-3.1020, 1.5792, 1.9672)  0.1330
H (-1.6938, 2.3859, 1.0087)  0.1119
H (-4.4124, 3.9087, 1.3925)  0.1403
H (-3.3719, 3.7782, 2.9107)  0.1266
H (-1.7833, 4.9927, 1.8476)  0.0838
H (-1.1376, -1.0438, 1.0676)  0.0933
H (2.3930, -1.1846, 0.3888)  0.0790
O (4.9556, -3.5301, -3.6860)  -0.2353
P (4.9024, -4.3098, -5.0061)  0.7624
O (4.8122, -2.9570, -5.9815)  -0.2479
C (5.7671, -1.9174, -5.8346)  -0.2988
C (7.0916, -2.2506, -6.5010)  -0.0795
O (3.2883, -4.7039, -4.8775)  -0.2323
C (2.7596, -4.9702, -3.5761)  -0.2910
C (2.0325, -3.7481, -3.0371)  -0.1370
O (4.9410, -5.2998, -6.3921)  -0.2609
C (4.1655, -4.9994, -7.5545)  -0.2761
C (5.0762, -4.4805, -8.6579)  -0.0632
H (5.9267, -1.6718, -4.7823)  0.0984
H (5.3434, -1.0261, -6.3051)  0.1191
H (7.4330, -3.2534, -6.2354)  0.0751
H (7.8559, -1.5248, -6.2145)  0.0791
H (6.9920, -2.2082, -7.5868)  0.0696
H (3.5535, -5.2866, -2.8944)  0.1015
H (2.0641, -5.8094, -3.6551)  0.1185
H (2.5704, -2.8206, -3.2459)  0.0574
H (1.8848, -3.8288, -1.9571)  0.0560
H (1.0528, -3.6518, -3.5118)  0.0625
H (3.3633, -4.2935, -7.3368)  0.1070
H (3.6927, -5.9290, -7.8815)  0.1243
H (6.0130, -4.0937, -8.2643)  0.0517
H (4.5812, -3.6976, -9.2375)  0.0817
H (5.3419, -5.2850, -9.3487)  0.0757
O (-4.4921, 0.4823, 4.8285)  -0.2375
P (-4.5869, -0.9440, 5.3907)  0.7622
O (-6.0350, -1.2457, 4.6161)  -0.2550
C (-6.1454, -1.0276, 3.2181)  -0.2913
C (-5.5310, -2.1563, 2.4066)  -0.0814
O (-5.1537, -0.4676, 6.8825)  -0.2288
C (-4.6263, 0.7323, 7.4562)  -0.2947
C (-5.5825, 1.8940, 7.2336)  -0.0758
O (-4.6454, -2.5439, 5.9744)  -0.2686
C (-5.8760, -3.1598, 6.3629)  -0.2741
C (-6.2897, -4.1836, 5.3157)  -0.0625
H (-5.7016, -0.0721, 2.9299)  0.0939
H (-7.2120, -0.9609, 2.9889)  0.1238
H (-4.5349, -2.4169, 2.7723)  0.0692
H (-5.4635, -1.8755, 1.3531)  0.0769
H (-6.1534, -3.0504, 2.4669)  0.0682
H (-3.6373, 0.9538, 7.0458)  0.0972
H (-4.4890, 0.5667, 8.5275)  0.1172
H (-6.0088, 1.8933, 6.2281)  0.0709
H (-5.0770, 2.8494, 7.3965)  0.0771
H (-6.4238, 1.8277, 7.9270)  0.0763
H (-6.6630, -2.4242, 6.5318)  0.1093
H (-5.7019, -3.6656, 7.3161)  0.1244
H (-5.8203, -3.9943, 4.3535)  0.0478
H (-7.3748, -4.1958, 5.1883)  0.0840
H (-5.9810, -5.1885, 5.6160)  0.0754

- DFT total energy (Eh) = -11723.8728
- gap between HOMO and LUMO (eV) = 5.47
- F_max (eV/Å) = 9.966
- total charge = +1

---

Question: Among the records above, which one has the lowest DFT total energy?
Answer: C24H49AlBr12FO

---

Question: Which of these has the highest gap between HOMO and LUMO?
Answer: C24H48O18S3

---

Question: What is the DFT total energy in the third record?
Answer: -11723.8728 Eh

---

Question: The lowest DFT total energy belongs to which entry?
Answer: C24H49AlBr12FO